Run a
Entry from the OMol25 dataset: the molecule C8H8O2 (ωB97M-V with the def2-TZVPD basis set).

Summary:
Frontier orbital gap, Ha: 0.3376

Geometry (Å):
C 0.524 -3.329 -0.567
C 0.625 -2.156 -0.696
C -1.601 -0.489 -0.795
C -2.593 0.280 -0.275
C -0.420 -0.080 -0.146
C -0.832 0.801 0.836
C -0.105 1.510 2.049
C 0.856 -0.653 -0.608
O -2.140 0.983 0.737
O 1.949 -0.320 0.181
H 0.312 -4.362 -0.660
H -1.751 -1.055 -1.717
H -3.648 0.286 -0.223
H -0.825 1.502 2.830
H 0.883 1.119 2.254
H -0.015 2.597 1.865
H 0.996 -0.425 -1.698
H 2.610 -1.111 0.107

Run b
Entry from the OMol25 dataset: the molecule C8H8O2 (ωB97M-V with the def2-TZVPD basis set).

Summary:
Frontier orbital gap, Ha: 0.3000

Geometry (Å):
C -0.803 -1.567 0.404
C 0.474 -1.290 0.130
C -1.972 -0.665 0.415
C -1.693 0.633 0.043
C 0.905 0.036 -0.112
C 3.474 -0.376 -0.173
C 2.199 0.258 -0.358
C -2.523 1.803 -0.211
O -0.251 0.918 -0.127
O 3.315 1.016 -0.479
H -1.060 -2.645 0.701
H 1.228 -2.069 0.162
H -2.978 -0.937 0.669
H 3.792 -0.660 0.821
H 4.123 -0.778 -1.024
H -2.657 2.507 0.658
H -3.479 1.422 -0.554
H -2.093 2.393 -0.965

Run c
Entry from the OMol25 dataset: a cluster of 2 separate species, C8H8O2 in total (ωB97M-V with the def2-TZVPD basis set).

Summary:
Frontier orbital gap, Ha: 0.3294

Geometry (Å):
C -0.119 -1.061 2.636
C 0.081 0.176 2.511
C 1.015 1.212 -1.172
C 1.483 -0.015 -1.429
C -0.382 1.026 -0.934
C -0.680 -0.266 -1.009
C -2.011 -0.981 -0.971
C 1.327 0.878 2.039
O 0.500 -0.934 -1.301
O 1.642 1.956 2.347
H -0.712 -2.066 2.567
H 1.568 2.235 -1.376
H 2.557 -0.502 -1.237
H -2.835 -0.360 -0.605
H -2.206 -1.395 -2.021
H -2.000 -1.966 -0.476
H 1.843 0.279 1.285
H -1.071 1.785 -0.853

Least stable of them? run c.

Run a
Entry from the OMol25 dataset: the molecule C5H13NO2 (ωB97M-V with the def2-TZVPD basis set).

Summary:
Frontier orbital gap, Ha: 0.3797

Geometry (Å):
C -1.603 1.287 0.791
O -2.925 0.821 1.018
C -0.621 0.191 0.326
C 0.528 0.902 -0.375
C 1.639 0.027 -0.940
C 2.088 -1.152 -0.053
O 1.240 -2.040 0.587
N -1.284 -0.722 -0.684
H -1.278 1.873 1.661
H -1.637 2.157 0.127
H -2.847 -0.075 1.374
H -0.385 -0.333 1.355
H 0.273 1.621 -1.217
H 1.076 1.479 0.321
H 1.403 -0.308 -1.964
H 2.542 0.666 -1.299
H 2.621 -1.955 -0.709
H 2.575 -0.663 0.774
H -2.078 -0.138 -0.958
H 0.413 -2.143 0.032
H -1.740 -1.492 -0.167

Run b
Entry from the OMol25 dataset: a cluster of 4 separate species, C5H13NO2 in total (ωB97M-V with the def2-TZVPD basis set).

Summary:
Frontier orbital gap, Ha: 0.1204

Geometry (Å):
C 0.375 1.208 1.441
O 0.744 -0.175 -2.629
C 0.879 0.621 0.130
C 0.936 -0.940 0.032
C -0.152 -1.649 0.650
C -1.334 -1.849 -0.139
N -2.485 -2.181 0.326
H -0.316 0.543 1.954
H 0.032 2.222 1.064
H 1.264 1.400 2.045
H 1.876 1.009 -0.083
H 0.344 0.901 -0.806
H 0.839 -1.206 -1.037
H 1.883 -1.225 0.518
H -0.329 -1.871 1.701
H -0.985 -0.046 -0.422
H -3.164 -2.383 -0.393
H -1.122 -1.805 -1.224
H 0.098 4.479 0.096
H 0.794 -0.614 -3.499
O -0.175 3.560 0.275

Run c
Entry from the OMol25 dataset: a cluster of 2 separate species, C5H13NO2 in total (ωB97M-V with the def2-TZVPD basis set).

Summary:
Frontier orbital gap, Ha: 0.3883

Geometry (Å):
C -1.847 -0.998 -1.544
N -0.528 -0.447 -1.431
C 0.094 0.080 -0.289
C -0.730 0.822 0.676
C -0.007 0.664 2.046
C -0.674 2.317 0.400
O 1.326 0.082 -0.275
H -2.373 -0.811 -0.625
H -1.966 -2.110 -1.416
H -2.411 -0.623 -2.405
H 0.202 -0.690 -2.109
H -1.783 0.341 0.666
H 1.061 0.582 1.968
H -0.289 1.471 2.693
H -0.443 -0.222 2.523
H -0.574 2.577 -0.643
H 0.283 2.719 0.672
H -1.558 2.850 0.773
H 1.373 -2.119 0.603
H 2.284 -1.403 -0.374
O 2.242 -2.203 0.208

Run d
Entry from the OMol25 dataset: a cluster of 2 separate species, C5H13NO2 in total (ωB97M-V with the def2-TZVPD basis set).

Summary:
Frontier orbital gap, Ha: 0.3692

Geometry (Å):
O -2.236 -0.161 -1.413
C -1.168 0.501 -1.625
N -0.043 0.449 -0.842
C 1.828 0.802 -2.491
C -0.471 -0.265 1.562
C 1.002 1.389 -1.328
C 0.182 -0.575 0.179
H -1.041 1.153 -2.524
H 1.407 0.842 -3.510
H 2.079 -0.246 -2.255
H 2.755 1.399 -2.469
H -0.041 0.703 1.869
H -0.140 -1.040 2.274
H -1.570 -0.192 1.608
H 1.748 1.472 -0.515
H 0.693 2.415 -1.608
H -0.072 -1.577 -0.217
H 1.277 -0.544 0.340
O -2.356 -2.313 4.558
H -2.059 -1.381 4.448
H -1.773 -2.832 3.959

Least stable of them? run b.

Run a
Entry from the OMol25 dataset: a structure of composition H4N2O2Si (ωB97M-V with the def2-TZVPD basis set).

Summary:
Frontier orbital gap (alpha / beta), Ha: 0.3299 / 0.3299

Geometry (Å):
N 1.164 0.725 0.490
N -1.380 -0.132 0.163
O -2.044 0.838 -0.129
O -1.671 -1.141 0.800
Si 0.355 -0.591 -0.309
H 1.996 1.196 0.218
H 0.554 1.414 0.929
H 0.651 -1.857 0.457
H 0.375 -0.452 -2.618

Run b
Entry from the OMol25 dataset: a cluster of 2 separate species, H4N2O2Si in total (ωB97M-V with the def2-TZVPD basis set).

Summary:
Frontier orbital gap (alpha / beta), Ha: 0.2781 / 0.2705

Geometry (Å):
N -1.435 -2.118 -0.273
N 0.995 2.679 0.121
O 1.152 3.783 -0.379
O 0.864 0.110 -0.960
Si 1.034 0.993 0.199
H -1.638 -2.021 0.715
H -0.788 -2.849 -0.465
H 1.013 0.645 1.698
H -1.198 -1.222 -0.658

Least stable of them? run a.

Run a
Entry from the OMol25 dataset: the molecule C5H4N2S (ωB97M-V with the def2-TZVPD basis set).

Summary:
Frontier orbital gap, Ha: 0.3356

Geometry (Å):
C 0.867 -1.526 0.022
C -0.957 1.534 0.062
C 2.049 -0.861 -0.017
C -0.256 -0.665 0.041
C 0.215 0.763 -0.028
N -1.601 -0.665 0.055
N -1.978 0.628 -0.028
S 1.929 0.896 0.040
H 0.721 -2.553 -0.011
H -1.213 2.609 0.170
H 3.114 -1.074 -0.063
H -2.890 0.914 -0.243

Run b
Entry from the OMol25 dataset: the molecule C5H4N2S (ωB97M-V with the def2-TZVPD basis set).

Summary:
Frontier orbital gap, Ha: 0.3648

Geometry (Å):
C -2.304 -0.261 0.024
C -0.888 -0.236 0.658
C 0.143 -1.234 0.122
C 0.905 -0.013 -0.667
C 2.215 -0.277 -0.236
H -1.041 -0.282 1.791
H -0.086 -2.012 -0.623
H 0.798 -1.583 1.004
H 0.754 -0.083 -1.796
N -3.397 -0.470 -0.339
N 3.342 -0.416 0.206
S -0.029 1.393 0.072

Run c
Entry from the OMol25 dataset: a cluster of 2 separate species, C5H4N2S in total (ωB97M-V with the def2-TZVPD basis set).

Summary:
Frontier orbital gap, Ha: 0.2442

Geometry (Å):
C -0.150 2.021 -0.891
C -2.670 0.760 -1.143
C 0.032 -0.498 -0.846
C 0.172 -0.296 0.640
C -0.306 0.711 -1.468
N -0.036 3.105 -0.502
N -3.794 0.811 -1.345
S 0.072 -1.925 -1.696
H 0.613 0.624 1.081
H -0.962 -0.197 1.111
H 0.638 -1.136 1.011
H -0.469 1.019 -2.509

Least stable of them? run c.

Run a
Entry from the OMol25 dataset: a cluster of 2 separate species, C5H10O2 in total (ωB97M-V with the def2-TZVPD basis set).

Summary:
Frontier orbital gap, Ha: 0.3383

Geometry (Å):
C -1.980 1.372 -0.134
O -1.543 0.408 0.798
C 0.483 0.267 0.667
C 1.603 -0.573 1.104
C 1.419 -0.236 -0.376
C 0.569 -1.259 -1.063
O -0.375 -1.455 -0.045
H -1.602 1.162 -1.144
H -1.622 2.362 0.174
H -3.075 1.380 -0.144
H 0.398 1.297 0.994
H 2.371 -0.042 1.663
H 1.400 -1.592 1.407
H 2.111 0.422 -0.892
H 0.152 -0.842 -2.000
H 1.100 -2.189 -1.319
H -1.408 -0.480 0.311

Run b
Entry from the OMol25 dataset: the molecule C5H10O2 (ωB97M-V with the def2-TZVPD basis set).

Summary:
Frontier orbital gap, Ha: 0.4046

Geometry (Å):
C 2.028 0.895 0.635
C 1.097 0.113 -0.282
O 1.425 -1.262 -0.303
C -0.373 0.323 0.148
C -1.506 0.207 -0.878
C -2.004 -0.941 0.005
O -0.875 -0.811 0.891
H 3.070 0.646 0.420
H 1.892 1.976 0.497
H 1.809 0.649 1.681
H 1.243 0.467 -1.310
H 0.949 -1.657 0.443
H -0.456 1.233 0.763
H -2.174 1.071 -0.933
H -1.177 -0.087 -1.877
H -2.050 -1.926 -0.475
H -2.944 -0.750 0.535

Run c
Entry from the OMol25 dataset: a cluster of 2 separate species, C5H10O2 in total (ωB97M-V with the def2-TZVPD basis set).

Summary:
Frontier orbital gap, Ha: 0.3354

Geometry (Å):
C -0.347 -1.302 2.319
C 0.037 -1.250 1.026
C -0.435 -0.330 -0.067
C 0.079 -0.192 -1.310
O 1.175 -0.977 -1.702
C -0.413 0.772 -2.199
H 0.002 -2.179 2.944
H -1.044 -0.605 2.711
H 0.388 -2.181 0.563
H -1.243 0.124 0.439
H 1.781 -1.063 -1.054
H -1.245 1.436 -1.849
H -0.782 0.103 -2.965
H 0.512 1.334 -2.635
H 0.965 2.697 1.214
H 0.399 1.334 1.112
O 0.169 2.280 1.454

Run d
Entry from the OMol25 dataset: a cluster of 2 separate species, C5H10O2 in total (ωB97M-V with the def2-TZVPD basis set).

Summary:
Frontier orbital gap, Ha: 0.3327

Geometry (Å):
C 0.414 0.176 -2.294
C 0.393 1.250 -1.466
C -0.158 1.341 -0.053
C -0.084 0.354 0.862
O 1.120 -0.270 0.988
C -0.928 0.266 2.132
H 0.842 0.166 -3.287
H -0.188 -0.723 -1.904
H 0.718 2.161 -1.901
H -0.829 2.244 -0.059
H 1.430 -0.341 0.020
H -0.681 1.012 2.855
H -0.761 -0.745 2.568
H -1.950 0.267 1.949
H 0.851 -2.904 -0.362
H -0.077 -1.734 0.252
O -0.112 -2.520 -0.301

Least stable of them? run a.

Run a
Entry from the OMol25 dataset: a cluster of 2 separate species, C5H10O2 in total (ωB97M-V with the def2-TZVPD basis set).

Summary:
Frontier orbital gap, Ha: 0.3476

Geometry (Å):
C 2.180 -0.037 -0.377
C 1.337 -0.648 0.705
O -0.375 1.081 -1.259
C -1.488 1.185 -0.796
C -1.882 0.871 0.618
C 0.276 -1.437 0.536
O -0.323 -1.783 -0.639
H 2.124 1.056 -0.374
H 1.880 -0.365 -1.378
H 3.228 -0.324 -0.240
H 1.615 -0.429 1.733
H -2.315 1.521 -1.452
H -2.603 1.612 0.976
H -1.012 0.817 1.273
H -2.379 -0.109 0.618
H -0.247 -1.884 1.378
H -0.022 -1.166 -1.322

Run b
Entry from the OMol25 dataset: the molecule C5H10O2 (ωB97M-V with the def2-TZVPD basis set).

Summary:
Frontier orbital gap, Ha: 0.3813

Geometry (Å):
O 2.513 0.032 0.965
C 1.623 -0.585 0.056
C 0.171 -0.236 0.333
C -0.394 1.179 0.143
C -1.900 0.875 0.012
O -2.015 -0.457 -0.483
C -0.716 -0.962 -0.679
H 3.338 -0.469 0.923
H 1.874 -0.331 -0.989
H 1.688 -1.685 0.155
H -0.065 -0.561 1.356
H -0.188 1.876 0.961
H -0.013 1.617 -0.788
H -2.414 1.555 -0.678
H -2.406 0.918 0.986
H -0.359 -0.717 -1.696
H -0.737 -2.050 -0.576

Run c
Entry from the OMol25 dataset: the molecule C5H10O2 (ωB97M-V with the def2-TZVPD basis set).

Summary:
Frontier orbital gap, Ha: 0.3928

Geometry (Å):
C -0.013 -1.952 0.967
C -0.041 -0.452 0.728
O 1.257 -0.031 0.317
C 1.143 1.317 -0.104
C -0.272 1.452 -0.727
C -0.961 0.078 -0.393
O -0.888 -0.767 -1.519
H 0.730 -2.201 1.733
H 0.237 -2.485 0.046
H -0.992 -2.302 1.312
H -0.328 0.079 1.650
H 1.969 1.511 -0.799
H 1.256 2.003 0.748
H -0.839 2.257 -0.261
H -0.196 1.725 -1.799
H -2.010 0.167 -0.099
H -0.052 -0.400 -1.797

Run d
Entry from the OMol25 dataset: a cluster of 2 separate species, C5H10O2 in total (ωB97M-V with the def2-TZVPD basis set).

Summary:
Frontier orbital gap, Ha: 0.3328

Geometry (Å):
C -1.207 -2.146 -0.405
C -0.365 -1.158 -0.079
C -0.502 0.180 -0.672
C -0.451 1.306 0.040
O -0.509 1.252 1.414
C -0.694 2.701 -0.472
H -1.028 -3.123 0.026
H -2.003 -1.910 -1.099
H 0.469 -1.411 0.567
H -0.850 0.207 -1.697
H -0.951 0.438 1.690
H 0.165 3.112 -0.984
H -0.860 3.305 0.413
H -1.598 2.761 -1.079
H 2.779 -2.037 -0.761
H 3.336 -2.497 0.628
O 3.004 -1.744 0.125

Least stable of them? run d.